Entry 1:
ORCA calculation (wB97M-V/def2-TZVPD) on C21H33BiN3O4Sb2 as an isolated structure.

Last column: Löwdin charge in e.
Atoms and positions in Å:
Bi (0.036, -0.292, -0.469)  1.536
C (5.296, -0.180, -0.012)  -0.309
Sb (3.264, 0.240, -0.451)  1.288
C (3.290, -1.004, -2.213)  -0.333
C (3.541, 2.093, -1.517)  -0.332
C (3.759, 3.252, -0.581)  -0.293
C (4.995, 3.369, 0.057)  -0.059
C (5.259, 4.387, 0.957)  -0.067
C (4.275, 5.325, 1.232)  -0.067
C (3.054, 5.238, 0.586)  -0.051
C (2.775, 4.218, -0.323)  -0.292
C (1.436, 4.225, -1.009)  -0.318
Sb (0.070, 2.822, -0.160)  1.318
C (0.223, 3.388, 1.871)  -0.267
C (-1.784, 3.716, -0.649)  -0.297
H (5.660, 0.445, 0.798)  0.006
H (5.857, 0.004, -0.927)  0.022
H (5.376, -1.227, 0.274)  0.011
H (3.860, -0.506, -2.997)  0.013
H (2.296, -1.227, -2.602)  -0.023
H (3.780, -1.945, -1.964)  0.009
H (2.683, 2.225, -2.175)  0.044
H (4.415, 1.915, -2.146)  0.071
H (5.774, 2.651, -0.174)  0.103
H (6.228, 4.453, 1.432)  0.110
H (4.463, 6.131, 1.929)  0.110
H (2.296, 5.990, 0.778)  0.115
H (1.504, 4.035, -2.080)  0.063
H (0.948, 5.190, -0.874)  0.067
H (0.033, 4.459, 1.932)  0.023
H (1.221, 3.162, 2.241)  0.023
H (-0.512, 2.852, 2.469)  0.017
H (-1.771, 4.747, -0.300)  0.018
H (-2.570, 3.160, -0.142)  0.011
H (-1.959, 3.691, -1.723)  0.013
O (-2.995, -0.061, 2.294)  0.156
C (-1.968, -0.006, 1.693)  -0.541
O (-1.902, 0.110, 0.356)  -0.354
C (-0.580, -0.135, 2.401)  -0.558
O (-0.508, -0.255, 3.586)  0.155
O (0.474, -0.055, 1.593)  -0.359
C (-3.641, -4.833, -0.672)  -0.152
C (-3.863, -3.374, -0.350)  -0.157
N (-2.575, -2.684, -0.342)  0.093
C (-1.429, -3.250, 0.104)  -0.351
N (-0.362, -2.473, 0.291)  -0.134
C (0.805, -3.092, 0.925)  -0.232
C (1.057, -4.466, 0.346)  -0.154
C (-0.168, -5.313, 0.608)  -0.136
N (-1.400, -4.581, 0.301)  -0.019
C (-2.627, -5.387, 0.305)  -0.130
H (-3.270, -4.941, -1.693)  0.126
H (-4.575, -5.386, -0.591)  0.126
H (-4.344, -3.271, 0.627)  0.132
H (-4.499, -2.888, -1.087)  0.128
H (-2.619, -1.678, -0.243)  0.092
H (0.647, -3.156, 2.007)  0.136
H (1.668, -2.437, 0.788)  0.077
H (1.927, -4.935, 0.804)  0.125
H (1.241, -4.386, -0.728)  0.122
H (-0.197, -5.640, 1.651)  0.137
H (-0.161, -6.209, -0.016)  0.128
H (-3.040, -5.424, 1.318)  0.138
H (-2.338, -6.402, 0.033)  0.125

## Properties
LUMO level	-3.5788	eV
E_tot	-53882.519	eV
HOMO	-0.4045	hartree
net charge	+1


Entry 2:
ORCA calculation (wB97M-V/def2-TZVPD) on C21H33FN5PtS as an isolated structure.

Last column: Löwdin charge in e.
Atoms and positions in Å:
Pt (1.978, 0.140, -0.028)  0.889
N (4.052, 0.182, -0.059)  -0.162
C (4.533, 0.563, 1.294)  -0.211
C (3.733, 1.781, 1.724)  -0.209
N (2.298, 1.424, 1.698)  -0.050
H (4.451, -0.691, -0.396)  0.067
H (4.326, 0.907, -0.719)  0.110
H (5.603, 0.768, 1.299)  0.127
H (4.343, -0.279, 1.960)  0.124
H (3.882, 2.597, 1.016)  0.125
H (4.056, 2.124, 2.707)  0.128
H (1.689, 2.237, 1.758)  0.091
H (2.068, 0.820, 2.480)  0.108
C (-3.181, 1.501, -2.142)  -0.044
C (-1.885, 0.689, -2.223)  -0.358
C (-1.655, 0.208, -3.659)  -0.060
C (-1.906, -0.458, -1.215)  -0.172
C (-2.860, -1.462, -1.369)  -0.046
C (-2.933, -2.522, -0.483)  -0.058
C (-2.058, -2.580, 0.589)  -0.023
C (-1.097, -1.595, 0.799)  -0.161
C (-0.242, -1.635, 2.054)  -0.405
C (0.117, -3.047, 2.508)  -0.077
C (-0.920, -0.861, 3.190)  -0.043
C (-1.006, -0.536, -0.125)  -0.259
N (-0.003, 0.468, -0.013)  -0.154
C (-0.450, 1.736, 0.364)  -0.268
C (-1.678, 1.945, 1.019)  -0.038
C (-2.123, 3.207, 1.375)  -0.076
C (-1.369, 4.337, 1.097)  -0.082
C (-0.160, 4.181, 0.436)  -0.018
C (0.262, 2.916, 0.091)  -0.261
F (1.448, 2.840, -0.599)  -0.011
H (-3.142, 2.350, -2.827)  0.086
H (-3.350, 1.886, -1.138)  0.070
H (-4.044, 0.892, -2.420)  0.082
H (-1.053, 1.343, -1.969)  0.118
H (-2.385, -0.548, -3.958)  0.078
H (-0.654, -0.206, -3.788)  0.061
H (-1.748, 1.043, -4.355)  0.084
H (-3.561, -1.407, -2.195)  0.115
H (-3.682, -3.293, -0.615)  0.109
H (-2.139, -3.404, 1.286)  0.110
H (0.689, -1.122, 1.818)  0.053
H (-0.760, -3.613, 2.828)  0.077
H (0.788, -3.001, 3.368)  0.082
H (0.614, -3.610, 1.714)  0.063
H (-1.921, -1.254, 3.383)  0.093
H (-1.020, 0.200, 2.952)  0.060
H (-0.345, -0.952, 4.115)  0.081
H (-2.294, 1.083, 1.241)  0.119
H (-3.076, 3.306, 1.880)  0.112
H (-1.714, 5.322, 1.377)  0.107
H (0.457, 5.028, 0.164)  0.123
N (2.333, -3.251, -2.878)  0.125
C (1.514, -2.579, -2.075)  -0.784
N (0.272, -2.350, -2.434)  0.169
S (2.099, -2.091, -0.508)  0.655
H (2.007, -3.691, -3.725)  0.125
H (3.248, -3.490, -2.539)  0.102
H (-0.098, -2.650, -3.322)  0.134
H (-0.351, -1.843, -1.808)  0.068

## Properties
ΔE to the lowest compared entry with this formula, charge and spin	0.781	eV
LUMO level	-2.7189	eV
E_tot	-46559.185	eV
HOMO	-0.3579	hartree
net charge	+1


Entry 3:
ORCA calculation (wB97M-V/def2-TZVPD) on C21H34AsN4SSiTi as an isolated structure in a non-equilibrium geometry.

Last column: Löwdin charge in e.
Atoms and positions in Å:
Ti (0.583, -0.093, 0.025)  0.852
C (-1.910, 3.204, -1.290)  0.057
C (-0.844, 2.322, -0.759)  -0.190
N (-0.772, 1.038, -0.987)  -0.140
N (-1.839, 0.343, -1.570)  0.030
C (-2.590, -0.354, -0.650)  -0.760
N (-3.796, -0.793, -0.967)  0.189
S (-1.900, -0.644, 0.869)  0.785
C (0.123, 2.768, 0.250)  -0.181
C (0.451, 4.097, 0.514)  0.070
C (1.210, 4.394, 1.640)  0.046
C (1.588, 3.360, 2.489)  0.046
C (1.274, 2.051, 2.136)  -0.057
N (0.592, 1.753, 1.031)  -0.026
H (-2.127, 3.009, -2.343)  0.114
H (-1.664, 4.255, -1.172)  0.101
H (-2.835, 3.033, -0.726)  0.135
H (-2.304, 0.767, -2.374)  0.173
H (-4.264, -0.579, -1.837)  0.150
H (-4.335, -1.311, -0.284)  0.142
H (0.133, 4.891, -0.144)  0.138
H (1.474, 5.415, 1.872)  0.146
H (2.129, 3.561, 3.400)  0.142
H (1.587, 1.212, 2.764)  0.150
C (4.728, 1.173, -1.735)  -0.147
Si (3.354, -0.124, -1.662)  0.547
C (3.874, -1.792, -2.420)  -0.151
C (1.774, 0.539, -2.589)  -0.178
C (2.623, -0.204, 0.141)  -0.338
H (5.156, 1.220, -2.732)  0.051
H (5.541, 0.930, -1.057)  0.049
H (4.378, 2.171, -1.490)  0.037
H (4.138, -1.644, -3.465)  0.054
H (3.127, -2.586, -2.386)  0.007
H (4.773, -2.162, -1.933)  0.050
H (2.011, 0.709, -3.636)  0.064
H (1.480, 1.517, -2.184)  0.025
H (0.922, -0.170, -2.580)  0.007
H (3.041, 0.661, 0.675)  0.031
H (3.011, -1.091, 0.661)  0.014
C (2.280, -3.806, 0.130)  -0.224
As (0.662, -2.710, -0.019)  1.147
C (0.137, -2.939, -1.899)  -0.234
C (-0.627, -3.942, 0.926)  -0.273
C (-0.889, -5.143, 0.085)  -0.340
C (-1.939, -5.132, -0.840)  -0.080
C (-2.213, -6.242, -1.612)  -0.053
C (-1.423, -7.384, -1.492)  -0.035
C (-0.370, -7.405, -0.581)  -0.041
C (-0.106, -6.297, 0.203)  -0.050
H (2.092, -4.762, -0.371)  0.053
H (2.475, -4.000, 1.191)  0.059
H (3.160, -3.338, -0.310)  0.013
H (0.022, -4.002, -2.128)  0.057
H (0.899, -2.528, -2.565)  0.020
H (-0.818, -2.438, -2.090)  0.029
H (-1.549, -3.394, 1.133)  0.037
H (-0.150, -4.204, 1.877)  0.097
H (-2.562, -4.248, -0.924)  0.106
H (-3.037, -6.234, -2.309)  0.116
H (-1.638, -8.250, -2.099)  0.120
H (0.240, -8.291, -0.478)  0.121
H (0.680, -6.343, 0.944)  0.118

## Properties
ΔE to the lowest compared entry with this formula, charge and spin	1.808	eV
LUMO level	-11.1455	eV
E_tot	-130929.886	eV
HOMO	-0.5861	hartree
net charge	+3


Entry 4:
ORCA calculation (wB97M-V/def2-TZVPD) on C21H34FNOP2Re as an isolated structure in a non-equilibrium geometry.

Last column: Löwdin charge in e.
Atoms and positions in Å:
Re (-0.043, -0.352, 0.071)  0.970
P (2.348, -0.698, -0.104)  0.670
P (-2.435, -0.244, 0.309)  0.703
N (-0.100, 0.445, -1.510)  -0.221
H (1.128, 0.272, 1.166)  0.002
C (3.016, -2.144, -0.939)  -0.250
H (4.110, -2.074, -0.928)  0.049
H (2.656, -2.147, -1.971)  0.055
H (2.696, -3.052, -0.422)  0.019
C (3.287, -0.563, 1.474)  -0.249
H (4.371, -0.638, 1.281)  0.052
H (2.990, -1.364, 2.164)  0.048
H (3.092, 0.407, 1.957)  0.048
C (3.064, 0.723, -1.007)  -0.238
H (4.128, 0.532, -1.138)  0.045
H (2.947, 1.654, -0.448)  0.038
H (2.599, 0.836, -1.987)  0.039
C (-3.458, -1.465, -0.594)  -0.250
H (-4.509, -1.127, -0.569)  0.049
H (-3.363, -2.450, -0.113)  0.038
H (-3.114, -1.521, -1.637)  0.051
C (-3.177, -0.250, 1.989)  -0.244
H (-4.257, -0.062, 1.875)  0.049
H (-2.716, 0.554, 2.585)  0.033
H (-3.009, -1.226, 2.470)  0.029
C (-3.052, 1.356, -0.351)  -0.254
H (-4.133, 1.404, -0.156)  0.043
H (-2.863, 1.407, -1.434)  0.041
H (-2.543, 2.185, 0.162)  0.044
C (-0.148, 1.150, -2.681)  -0.393
C (0.119, 1.323, -5.083)  -0.107
C (0.056, 0.527, -3.945)  -0.046
C (-0.347, 2.542, -2.620)  -0.068
C (-0.272, 3.303, -3.767)  -0.107
C (-0.032, 2.712, -5.004)  -0.115
H (0.304, 0.869, -6.048)  0.095
H (0.169, -0.555, -3.984)  0.101
H (-0.535, 2.968, -1.636)  0.093
H (-0.388, 4.374, -3.679)  0.098
H (0.045, 3.341, -5.911)  0.103
C (-0.685, -3.801, 0.983)  -0.509
O (-0.785, -2.797, 0.175)  -0.248
C (0.516, -4.709, 0.793)  -0.047
H (1.094, -4.594, 1.743)  0.081
H (1.127, -4.239, 0.002)  0.048
H (0.367, -5.775, 0.612)  0.072
C (-1.274, -3.549, 2.342)  -0.070
H (-2.361, -3.663, 2.478)  0.075
H (-1.001, -2.496, 2.565)  0.053
H (-0.751, -4.173, 3.072)  0.065
F (0.852, 4.285, 4.109)  0.016
C (0.651, 3.259, 3.217)  -0.275
C (0.991, 3.481, 1.883)  -0.022
C (0.715, 2.477, 0.955)  -0.127
C (0.013, 1.260, 1.358)  -0.402
C (-0.129, 1.048, 2.806)  -0.141
C (0.126, 2.068, 3.714)  -0.028
H (1.423, 4.426, 1.539)  0.121
H (1.001, 2.569, -0.100)  0.070
H (-0.400, 0.039, 3.144)  0.085
H (-0.120, 1.933, 4.772)  0.120

## Properties
ΔE to the lowest compared entry with this formula, charge and spin	0.493	eV
LUMO level (spin up / spin down)	0.6513 / 0.0259	eV
E_tot	-49286.968	eV
HOMO (spin up / spin down)	-0.1855 / -0.2639	hartree
spin multiplicity	4
net charge	0
<S²>	3.79


Question: Which formula does entry 2 have?
Answer: C21H33FN5PtS


Question: What is the E_tot in the second record?
Answer: -46559.185 eV


Question: Number 2 is which compound?
Answer: C21H33FN5PtS


Question: Among the records above, which one has the highest E_tot?
Answer: C21H33FN5PtS